Molecular formula: C25H45Cl22NO4SSi
Method: DFT, ωB97M-V with the def2-TZVPD basis set

```
! RIJCOSX wB97M-V def2-TZVPD def2/J DEFGRID3
* xyz 0 1
C 2.765 -0.172 3.016
N 2.385 0.432 1.730
C 1.002 0.931 1.732
C 0.605 1.308 0.304
C -0.918 1.363 -0.051
C -1.842 0.745 0.973
C -1.958 -0.636 1.173
C -2.754 -1.263 2.103
C -3.578 -0.370 2.981
C -3.445 0.978 2.726
C -2.609 1.544 1.758
O 0.986 2.777 0.242
S 1.403 3.135 -1.241
O 0.518 4.067 -1.857
O 2.792 3.463 -1.276
O 1.162 1.687 -1.911
C 1.473 0.760 -0.809
Si 1.443 -1.110 -1.260
C 3.223 -1.549 -1.775
C 0.992 -2.255 0.168
C 0.250 -1.343 -2.709
H 1.948 -0.751 3.445
H 3.577 -0.878 2.813
H 3.158 0.563 3.727
H 3.012 1.215 1.582
H 0.336 0.197 2.183
H 0.972 1.839 2.349
H -1.059 0.900 -1.032
H -1.199 2.409 -0.150
H -1.363 -1.280 0.530
H -2.722 -2.333 2.155
H -4.211 -0.757 3.748
H -4.046 1.635 3.341
H -2.602 2.624 1.654
H 2.540 0.951 -0.669
H 3.875 -0.736 -1.448
H 3.272 -1.726 -2.850
H 3.522 -2.450 -1.236
H 0.735 -1.739 1.093
H 0.085 -2.787 -0.132
H 1.734 -3.029 0.328
H -0.039 -2.397 -2.745
H 0.727 -1.052 -3.644
H -0.640 -0.736 -2.526
C -6.740 2.787 0.618
Cl -5.681 1.608 1.411
Cl -8.207 3.094 1.558
H -6.197 3.719 0.507
H -7.026 2.404 -0.355
C -0.846 -5.895 0.409
Cl -1.968 -4.530 0.290
Cl 0.824 -5.362 0.668
H -1.146 -6.519 1.241
H -0.888 -6.461 -0.516
C -6.395 -3.314 2.508
Cl -7.626 -2.045 2.445
Cl -4.772 -2.624 2.721
H -6.615 -3.974 3.341
H -6.411 -3.871 1.576
C -1.877 0.888 -5.309
Cl -1.413 -0.761 -5.740
Cl -2.761 0.927 -3.776
H -0.979 1.489 -5.215
H -2.517 1.290 -6.086
C 5.824 3.543 -0.727
Cl 6.526 4.306 -2.159
Cl 7.066 2.812 0.303
H 5.297 4.297 -0.155
H 5.136 2.771 -1.047
C 1.119 -7.245 3.777
Cl 2.532 -8.117 3.172
Cl -0.390 -7.952 3.181
H 1.118 -7.288 4.859
H 1.174 -6.216 3.441
C -0.407 6.062 -3.843
Cl -1.443 4.934 -4.722
Cl 0.675 6.957 -4.919
H -1.029 6.767 -3.306
H 0.195 5.489 -3.147
C 1.931 6.872 -1.289
Cl 3.268 7.304 -0.217
Cl 0.547 7.960 -1.106
H 2.277 6.920 -2.316
H 1.609 5.865 -1.050
C 4.091 -7.148 -0.333
Cl 4.742 -5.697 -1.108
Cl 2.479 -7.541 -0.936
H 4.753 -7.981 -0.538
H 4.027 -6.973 0.735
C -6.746 -6.386 -0.661
Cl -5.468 -5.578 0.257
Cl -8.297 -5.561 -0.476
H -6.472 -6.386 -1.710
H -6.845 -7.402 -0.298
C 6.938 8.631 0.991
Cl 7.834 10.019 1.619
Cl 5.407 8.398 1.844
H 6.727 8.798 -0.059
H 7.543 7.740 1.115
*
```

Computed properties:
Maximum force ... 3.85 eV Å⁻¹
DFT total energy ... -330539.8675 eV

Atom charges from the Mulliken analysis, given in e for atoms 1 to 4: C -1.0178; N -0.0711; C -1.8615; C 2.3310


Molecular formula: C46H42IN6O2Pr
Method: DFT, ωB97M-V with the def2-TZVPD basis set

```
! RIJCOSX wB97M-V def2-TZVPD def2/J DEFGRID3
* xyz 2 3
Pr 0.730 0.278 -0.719
C -5.605 -3.406 1.199
C -4.425 -2.482 1.086
C -4.361 -1.289 1.745
C -3.236 -0.412 1.688
C -3.413 0.722 2.509
N -2.656 1.667 3.014
C -1.211 1.835 3.039
C -0.568 1.286 4.336
C 0.449 0.170 4.064
N 0.016 -1.114 4.591
C 0.592 -2.270 4.366
C 1.580 -2.651 3.437
C 2.379 -3.735 3.900
C 3.449 -4.231 3.211
C 4.324 -5.330 3.750
C 3.670 -3.698 1.935
C 2.891 -2.701 1.377
C 3.131 -2.433 -0.023
N 2.575 -1.576 -0.789
C 2.887 -1.723 -2.207
C 1.596 -1.650 -3.025
C 0.460 -2.523 -2.469
N -0.294 -1.831 -1.413
C -1.276 -2.459 -0.899
C -2.237 -1.987 0.087
C -3.334 -2.808 0.270
C -2.133 -0.733 0.798
O -1.165 0.062 0.608
C 1.795 -2.107 2.106
O 1.029 -1.262 1.567
H -6.369 -2.994 1.855
H -5.301 -4.374 1.602
H -6.054 -3.584 0.221
H -5.199 -0.999 2.370
H -4.438 0.829 2.849
H -3.158 2.332 3.586
H -1.008 2.901 2.953
H -0.803 1.324 2.178
H -1.355 0.912 4.996
H -0.080 2.102 4.867
H 1.422 0.407 4.504
H 0.608 0.034 2.995
H -0.652 -1.084 5.347
H 0.293 -3.044 5.068
H 2.149 -4.144 4.879
H 4.137 -5.504 4.808
H 5.377 -5.082 3.621
H 4.140 -6.266 3.219
H 4.469 -4.123 1.333
H 3.855 -3.124 -0.468
H 3.388 -2.677 -2.403
H 3.562 -0.922 -2.523
H 1.819 -1.961 -4.044
H 1.256 -0.607 -3.056
H 0.863 -3.466 -2.088
H -0.225 -2.772 -3.283
H -1.494 -3.474 -1.248
H -3.373 -3.748 -0.273
I 2.483 1.755 1.581
C 3.731 2.622 0.044
C 4.964 3.033 0.449
C 5.751 3.783 -0.446
C 5.225 4.150 -1.651
C 3.935 3.729 -2.052
C 3.365 4.209 -3.253
C 2.108 3.826 -3.611
C 1.425 2.851 -2.853
C 1.907 2.308 -1.672
C 3.160 2.853 -1.229
H 5.326 2.819 1.446
H 6.741 4.097 -0.145
H 5.783 4.795 -2.319
H 3.937 4.903 -3.857
H 1.644 4.236 -4.499
H 0.456 2.541 -3.230
C -2.330 3.855 0.246
C -1.224 3.053 -0.047
N -1.194 2.191 -1.043
C -2.257 2.124 -1.868
C -3.416 2.902 -1.663
C -3.440 3.762 -0.553
C -4.492 2.856 -2.603
C -4.368 2.153 -3.747
C -3.176 1.413 -4.027
C -2.970 0.808 -5.278
C -1.790 0.155 -5.512
C -0.868 0.054 -4.466
N -1.030 0.587 -3.270
C -2.150 1.320 -3.065
H -2.291 4.552 1.073
H -0.310 3.147 0.531
H -4.317 4.372 -0.378
H -5.383 3.437 -2.403
H -5.156 2.156 -4.490
H -3.732 0.891 -6.042
H -1.560 -0.290 -6.470
H 0.040 -0.510 -4.636
*
```

Computed properties:
⟨S²⟩ ... 2.0026
Maximum force ... 0.77 eV Å⁻¹
DFT total energy ... -83578.6981 eV

Atom charges from the Mulliken analysis, given in e for atoms 1 to 4: Pr -0.4369; C -1.5044; C -0.2804; C -1.4457


Molecular formula: C5H8N2
Method: DFT, ωB97M-V with the def2-TZVPD basis set

```
! RIJCOSX wB97M-V def2-TZVPD def2/J DEFGRID3
* xyz 0 1
C 2.812 -0.342 -0.085
C 1.561 -0.939 -0.103
C 0.296 -0.075 0.287
C 0.666 1.377 0.094
C -1.025 -0.610 -0.482
N 3.800 0.250 -0.166
N 0.329 -0.312 1.733
H 1.373 -2.016 0.013
H 1.313 1.768 1.039
H -0.246 2.039 0.054
H 1.202 1.543 -0.866
H -0.768 -0.516 -1.582
H -1.968 0.003 -0.380
H -1.321 -1.599 -0.173
H -0.034 -1.250 1.865
*
```

Computed properties:
Energy above the lowest of the compared OMol25 structures with the same formula, charge and spin ... 94.69 kcal/mol
Maximum force ... 3.14 eV Å⁻¹
DFT total energy ... -8290.8900 eV

Atom charges from the natural (NBO) analysis, given in e for atoms 1 to 4: C 0.1865; C -0.1571; C 0.0142; C -0.6405


Molecular formula: C26H24BrF4MgN4O3PS
Method: DFT, ωB97M-V with the def2-TZVPD basis set

```
! RIJCOSX wB97M-V def2-TZVPD def2/J DEFGRID3
* xyz 0 1
Mg 0.194 -0.277 0.454
N 0.190 -2.202 -0.577
C 0.402 -3.079 0.608
C -0.655 -2.639 1.636
O -1.523 -3.429 2.010
N -0.535 -1.337 1.904
C -1.692 -0.660 2.460
C -1.870 0.637 1.671
O -2.358 1.635 2.216
O -1.418 0.644 0.460
H -0.757 -2.375 -0.908
H 0.812 -2.472 -1.332
H 1.411 -2.917 0.996
H 0.269 -4.137 0.382
H -1.586 -0.418 3.518
H -2.585 -1.284 2.345
F 6.399 1.650 -3.913
C 5.162 1.545 -3.452
C 4.168 2.377 -3.929
F 4.454 3.288 -4.850
C 2.874 2.247 -3.455
F 1.969 3.053 -4.009
C 2.517 1.306 -2.491
P 0.789 1.138 -1.821
C -0.118 0.457 -3.259
C 0.283 0.516 -4.591
C -0.481 -0.090 -5.577
C -1.649 -0.763 -5.248
C -2.067 -0.811 -3.927
C -1.303 -0.212 -2.937
C 0.284 2.894 -1.770
C -0.944 3.306 -2.271
C -1.318 4.639 -2.181
C -0.479 5.563 -1.579
C 0.742 5.151 -1.063
C 1.122 3.823 -1.153
C 3.552 0.492 -2.013
Br 3.289 -0.807 -0.669
C 4.847 0.602 -2.493
F 5.812 -0.195 -2.041
H 1.187 1.033 -4.879
H -0.160 -0.032 -6.610
H -2.230 -1.242 -6.026
H -2.986 -1.321 -3.668
H -1.629 -0.233 -1.902
H -1.607 2.587 -2.734
H -2.269 4.955 -2.590
H -0.772 6.603 -1.514
H 1.406 5.867 -0.593
H 2.075 3.504 -0.753
C 3.352 3.794 3.089
N 1.948 3.865 2.787
C 1.151 5.002 3.225
C -0.248 4.654 2.702
N 0.002 3.491 1.858
C 1.227 3.006 2.039
S 1.884 1.591 1.391
H 3.864 4.684 2.712
H 3.773 2.909 2.620
H 3.507 3.738 4.169
H 1.541 5.928 2.791
H 1.190 5.094 4.312
H -0.691 5.459 2.117
H -0.940 4.390 3.504
H -0.820 2.938 1.577
*
```

Computed properties:
Energy above the lowest of the compared OMol25 structures with the same formula, charge and spin ... 12.96 kcal/mol
Maximum force ... 1.63 eV Å⁻¹
DFT total energy ... -145939.5106 eV

Atom charges from the natural (NBO) analysis, given in e for atoms 1 to 4: Mg 1.7186; N -0.9303; C -0.3149; C 0.6182